Here is a cluster of 2 separate species, C4H9FNO in total at a distorted geometry from the Open Molecules 2025 dataset. Energies are from wB97M-V/def2-TZVPD.

HOMO level, eV: -14.0
Lowest unoccupied orbital energy, eV: -3.8
Energy, a.u.: -387.2966
Energy relative to the best compared isomer or geometry (same formula, charge and spin), kcal per mole: 69.4

```
! RIJCOSX wB97M-V def2-TZVPD def2/J DEFGRID3
* xyz 1 1
C 0.3235 -2.7642 -0.5633
C 0.4531 -1.9044 0.4329
C -0.4927 0.8203 0.7504
C 0.4150 0.0644 -0.1760
N -0.5638 2.3265 0.3815
O -0.0604 0.1950 -1.4646
F 1.7036 0.7092 -0.1785
H 0.0970 -3.7254 -0.3199
H 0.3603 -2.5233 -1.6574
H 0.4030 -1.8926 1.4541
H -1.4832 0.2909 0.5065
H -0.3374 0.5472 1.8242
H 0.4636 2.6798 0.6135
H -1.2323 2.8439 1.0007
H -0.6194 2.6568 -0.5203
H 0.5698 -0.3243 -2.0839
*
```

Quick look at the natural (NBO) charges, all values in e:
1. C -0.3792
2. C -0.1272
3. C -0.3238
4. C 0.5626
5. N -0.6919
6. O -0.7242
7. F -0.3943
8. H 0.2287
9. H 0.2193
10. H 0.1998
11. H 0.2702
12. H 0.2733
13. H 0.4646
14. H 0.4574
15. H 0.4503
16. H 0.5146

Here is the molecule C4H9FS at a distorted geometry from the Open Molecules 2025 dataset. Energies are from wB97M-V/def2-TZVPD.

HOMO level, eV: -9.1
Lowest unoccupied orbital energy, eV: 0.8
Energy, a.u.: -655.7794
Energy relative to the best compared isomer or geometry (same formula, charge and spin), kcal per mole: 52.9

```
! RIJCOSX wB97M-V def2-TZVPD def2/J DEFGRID3
* xyz 0 1
C -0.7488 1.4265 -0.2200
C -1.2485 0.0781 0.0909
F -2.2381 -0.5065 -0.8645
C -0.0962 -0.8785 0.5259
C 1.1716 -0.9986 -0.5463
S 2.3399 0.2500 -0.3986
H -0.3105 1.9721 0.7346
H -0.1572 1.5614 -1.0595
H -1.6618 2.0673 -0.2278
H -2.0871 -0.0214 0.8852
H 0.2263 -0.5048 1.5909
H -0.7108 -1.7877 0.7918
H 0.7496 -0.8482 -1.4546
H 1.6872 -1.9930 -0.5305
H 3.0844 0.1832 0.6824
*
```

Quick look at the natural (NBO) charges, all values in e:
1. C -0.6765
2. C 0.1959
3. F -0.4172
4. C -0.4508
5. C -0.5646
6. S -0.0177
7. H 0.2430
8. H 0.2266
9. H 0.2254
10. H 0.1941
11. H 0.2245
12. H 0.2284
13. H 0.2288
14. H 0.2337
15. H 0.1264

Here is a structure of composition C4H9I2OP at a distorted geometry from the Open Molecules 2025 dataset. Energies are from wB97M-V/def2-TZVPD.

HOMO level, eV: -8.8
Lowest unoccupied orbital energy, eV: 0.0
Energy, a.u.: -1169.7893
Energy relative to the best compared isomer or geometry (same formula, charge and spin), kcal per mole: 14.9

```
! RIJCOSX wB97M-V def2-TZVPD def2/J DEFGRID3
* xyz 0 1
C -0.8215 -1.5812 -1.6768
C 0.6128 -0.0551 -0.1782
C -1.0348 -1.7913 0.7057
C -0.5153 -1.1224 -0.2952
O -3.0894 0.1589 1.9419
P -3.1694 0.4194 0.3545
I -4.5674 -1.4545 -0.5097
I -4.7806 2.1659 0.3140
H -0.0460 -1.9350 -2.3198
H -1.3012 -0.9474 -2.4099
H -1.4903 -2.4539 -1.6118
H -0.0284 0.8712 -0.1098
H 1.3463 -0.1123 0.6749
H 0.9756 -0.2091 -1.2531
H -0.7114 -1.5294 1.7010
H -1.7838 -2.5668 0.6026
H -2.2882 -0.4712 2.0438
*
```

Quick look at the natural (NBO) charges, all values in e:
1. C -0.6887
2. C -0.6685
3. C -0.4856
4. C 0.0762
5. O -1.0288
6. P 0.7731
7. I -0.1953
8. I -0.0908
9. H 0.2290
10. H 0.2339
11. H 0.2256
12. H 0.2302
13. H 0.2361
14. H 0.2288
15. H 0.1835
16. H 0.2234
17. H 0.5179

Here is the molecule C4H9IN2 at a distorted geometry from the Open Molecules 2025 dataset. Energies are from wB97M-V/def2-TZVPD.

HOMO level, eV: -8.5
Lowest unoccupied orbital energy, eV: 0.0
Energy, a.u.: -564.9104
Energy relative to the best compared isomer or geometry (same formula, charge and spin), kcal per mole: 13.1

```
! RIJCOSX wB97M-V def2-TZVPD def2/J DEFGRID3
* xyz 0 1
C -1.1668 1.9364 -0.4657
C -0.4543 0.7723 0.0272
C -1.0243 -0.0346 1.1147
N 0.6824 0.5207 -0.5462
N 1.4316 -0.6060 0.1250
C 1.3245 -1.8458 -0.5832
I 3.4372 0.0798 0.1720
H -1.5642 2.4549 0.3028
H -0.5526 2.7088 -1.1560
H -2.0086 1.5067 -1.1594
H -1.3372 0.5605 2.0755
H -0.3931 -0.8900 1.3749
H -2.0373 -0.4734 0.8722
H 0.2221 -2.0644 -0.5740
H 1.6851 -1.9419 -1.6295
H 1.7556 -2.6839 0.0496
*
```

Quick look at the natural (NBO) charges, all values in e:
1. C -0.6359
2. C 0.2663
3. C -0.7058
4. N -0.3084
5. N -0.4311
6. C -0.4503
7. I 0.2383
8. H 0.2158
9. H 0.2429
10. H 0.2278
11. H 0.2378
12. H 0.2551
13. H 0.2362
14. H 0.2020
15. H 0.1941
16. H 0.2151

Here is the molecule C4H9N at a distorted geometry from the Open Molecules 2025 dataset. Energies are from wB97M-V/def2-TZVPD.

HOMO level, eV: -8.8
Lowest unoccupied orbital energy, eV: 1.0
Energy, a.u.: -212.4975
Energy relative to the best compared isomer or geometry (same formula, charge and spin), kcal per mole: 33.7

```
! RIJCOSX wB97M-V def2-TZVPD def2/J DEFGRID3
* xyz 0 1
C -0.1642 0.3233 1.1615
C -0.7517 0.9211 -0.2285
C 0.1935 0.2788 -1.3237
N 0.8080 -0.9804 -0.7112
C 0.5879 -0.9075 0.7231
H -1.1502 0.0757 1.7349
H 0.3880 1.1418 1.6723
H -0.7003 2.1107 -0.1067
H -1.7932 0.4505 -0.4075
H -0.5326 -0.0237 -2.1147
H 1.0686 1.0639 -1.5254
H 0.3285 -1.8045 -1.0738
H 1.6795 -0.7870 1.1961
H 0.0381 -1.8628 1.0036
*
```

Quick look at the natural (NBO) charges, all values in e:
1. C -0.4352
2. C -0.4203
3. C -0.2541
4. N -0.6296
5. C -0.2455
6. H 0.2132
7. H 0.2128
8. H 0.2215
9. H 0.1973
10. H 0.2075
11. H 0.1941
12. H 0.3542
13. H 0.1859
14. H 0.1982

Here is a structure of composition C4H9N at a distorted geometry from the Open Molecules 2025 dataset. Energies are from wB97M-V/def2-TZVPD.

HOMO level, eV: -7.4
Lowest unoccupied orbital energy, eV: 0.1
Energy, a.u.: -212.3189
Energy relative to the best compared isomer or geometry (same formula, charge and spin), kcal per mole: 145.8

```
! RIJCOSX wB97M-V def2-TZVPD def2/J DEFGRID3
* xyz 0 1
C 1.4442 -0.7270 1.1439
C 0.2815 -0.9399 0.2316
C -0.3779 0.3579 -0.2347
C -1.0754 0.3294 -1.5721
N -0.7203 1.4357 0.5632
H 0.5634 -0.3862 1.6107
H 1.7465 -1.4871 1.8163
H 2.2529 0.0117 0.9427
H 0.2962 -1.7945 -0.3827
H -1.0221 1.2162 -2.1528
H -2.1372 0.2154 -1.3208
H -0.7621 -0.5239 -2.2254
H 0.4256 1.1646 0.1247
H -0.9152 1.1279 1.4555
*
```

Quick look at the natural (NBO) charges, all values in e:
1. C -0.7230
2. C -0.2468
3. C -0.0093
4. C -0.6357
5. N -0.7367
6. H 0.2589
7. H 0.2199
8. H 0.2140
9. H 0.1914
10. H 0.2301
11. H 0.2224
12. H 0.2155
13. H 0.4450
14. H 0.3543

Here is the molecule C4H9N at a distorted geometry from the Open Molecules 2025 dataset. Energies are from wB97M-V/def2-TZVPD.

HOMO level, eV: -9.0
Lowest unoccupied orbital energy, eV: 1.2
Energy, a.u.: -212.5176
Energy relative to the best compared isomer or geometry (same formula, charge and spin), kcal per mole: 21.1

```
! RIJCOSX wB97M-V def2-TZVPD def2/J DEFGRID3
* xyz 0 1
C 2.1634 -0.5963 0.2052
C 0.9843 -1.0709 -0.1710
C -0.0946 -0.1735 -0.6939
C -1.0674 0.2206 0.4222
N -1.9534 1.3698 0.2999
H 2.3709 0.4678 0.2541
H 2.9695 -1.2682 0.4467
H 0.9046 -2.1550 -0.1257
H 0.3723 0.6493 -1.2516
H -0.6716 -0.7153 -1.4375
H -0.5869 0.2017 1.4075
H -1.7186 -0.6469 0.5988
H -2.1472 1.5373 -0.6809
H -1.5253 2.1795 0.7259
*
```

Quick look at the natural (NBO) charges, all values in e:
1. C -0.3931
2. C -0.1724
3. C -0.4687
4. C -0.2202
5. N -0.8289
6. H 0.1858
7. H 0.1962
8. H 0.2013
9. H 0.2097
10. H 0.2089
11. H 0.1945
12. H 0.1762
13. H 0.3532
14. H 0.3575

Here is the molecule C4H9N at a distorted geometry from the Open Molecules 2025 dataset. Energies are from wB97M-V/def2-TZVPD.

HOMO level, eV: -8.3
Lowest unoccupied orbital energy, eV: 1.1
Energy, a.u.: -212.4642
Energy relative to the best compared isomer or geometry (same formula, charge and spin), kcal per mole: 54.6

```
! RIJCOSX wB97M-V def2-TZVPD def2/J DEFGRID3
* xyz 0 1
C 2.0609 -1.4404 -0.4651
C 0.9700 -0.6019 -0.3040
N 0.0425 -0.6714 0.7634
C -0.6616 0.6397 0.9080
C -1.5078 1.1192 -0.4027
H 2.9348 -0.9766 -0.9667
H 2.0164 -2.5271 -0.2633
H 1.3038 0.3433 -0.7433
H -0.6284 -1.3140 0.5450
H 0.2095 1.2216 1.2026
H -1.4144 0.4414 1.6425
H -2.3092 0.3844 -0.3067
H -1.0919 1.1301 -1.4530
H -1.9247 2.2518 -0.1567
*
```

Quick look at the natural (NBO) charges, all values in e:
1. C -0.4333
2. C -0.0542
3. N -0.6070
4. C -0.2114
5. C -0.6504
6. H 0.1986
7. H 0.1921
8. H 0.1804
9. H 0.3522
10. H 0.1993
11. H 0.1960
12. H 0.2005
13. H 0.2240
14. H 0.2131

Here is the molecule C4H9N at a distorted geometry from the Open Molecules 2025 dataset. Energies are from wB97M-V/def2-TZVPD.

HOMO level, eV: -8.4
Lowest unoccupied orbital energy, eV: 1.2
Energy, a.u.: -212.4920
Energy relative to the best compared isomer or geometry (same formula, charge and spin), kcal per mole: 37.1

```
! RIJCOSX wB97M-V def2-TZVPD def2/J DEFGRID3
* xyz 0 1
C -1.5210 -0.9327 -0.4912
N -0.4714 0.0787 -0.2998
C -0.0705 0.3988 1.0601
C 1.3240 0.7683 0.4851
C 0.8671 -0.0872 -0.7680
H -1.4136 -1.3331 -1.6127
H -1.3598 -1.8404 0.1852
H -2.5579 -0.3931 -0.3821
H -0.1655 -0.4870 1.7549
H -0.5477 1.1916 1.6689
H 1.3296 1.7979 0.1623
H 2.1954 0.4436 1.0937
H 1.1412 -1.1259 -0.7053
H 1.0805 0.3119 -1.7821
*
```

Quick look at the natural (NBO) charges, all values in e:
1. C -0.4240
2. N -0.4470
3. C -0.2131
4. C -0.4101
5. C -0.2021
6. H 0.2017
7. H 0.1729
8. H 0.2136
9. H 0.1566
10. H 0.1852
11. H 0.2107
12. H 0.2099
13. H 0.1595
14. H 0.1863

Here is the molecule C4H9N at a distorted geometry from the Open Molecules 2025 dataset. Energies are from wB97M-V/def2-TZVPD.

HOMO level, eV: -7.6
Lowest unoccupied orbital energy, eV: 1.1
Energy, a.u.: -212.5146
Energy relative to the best compared isomer or geometry (same formula, charge and spin), kcal per mole: 22.9

```
! RIJCOSX wB97M-V def2-TZVPD def2/J DEFGRID3
* xyz 0 1
C -1.6985 -0.1731 -0.7787
C -0.4149 -0.1777 -0.3392
C 0.6224 -1.1245 -0.8659
N -0.0578 0.8398 0.5631
C 1.2548 0.7231 1.2365
H -1.8976 -0.5604 -1.7718
H -2.5306 0.2799 -0.2662
H 1.6166 -0.6995 -0.7921
H 0.4770 -1.3309 -1.9317
H 0.5360 -2.0852 -0.3712
H -0.7941 1.1395 1.1820
H 1.2414 1.3635 2.1152
H 2.0369 0.9535 0.5192
H 1.5046 -0.2466 1.6784
*
```

Quick look at the natural (NBO) charges, all values in e:
1. C -0.5390
2. C 0.2077
3. C -0.6626
4. N -0.6064
5. C -0.4208
6. H 0.1958
7. H 0.1923
8. H 0.2124
9. H 0.2324
10. H 0.2313
11. H 0.3804
12. H 0.2059
13. H 0.1938
14. H 0.1769

Here is a cluster of 2 separate species, C4H9N in total from the Open Molecules 2025 dataset. Energies are from wB97M-V/def2-TZVPD.

HOMO level, eV: -7.4
Lowest unoccupied orbital energy, eV: 1.1
Energy, a.u.: -212.3915
Energy relative to the best compared isomer or geometry (same formula, charge and spin), kcal per mole: 100.2

```
! RIJCOSX wB97M-V def2-TZVPD def2/J DEFGRID3
* xyz 0 1
C -1.6702 0.4383 -0.5221
C -0.6598 0.6690 0.5780
C -0.0246 -0.4641 1.2925
N 0.7074 0.1948 0.3954
C 1.7786 0.4705 -0.2720
H -2.6802 0.4294 -0.0979
H -1.6281 1.2258 -1.2835
H -1.4899 -0.5327 -0.9922
H -0.6775 1.6785 1.0078
H 0.6020 -2.2848 -0.3714
H 0.2497 -0.6397 2.3241
H 2.7053 -0.0306 -0.0202
H 1.0701 -2.3360 -0.9538
H 1.7171 1.1817 -1.0849
*
```

Quick look at the natural (NBO) charges, all values in e:
1. C -0.6312
2. C -0.0571
3. C -0.2452
4. N -0.2077
5. C -0.2549
6. H 0.2206
7. H 0.2059
8. H 0.2245
9. H 0.1747
10. H 0.0044
11. H 0.2049
12. H 0.1956
13. H -0.0285
14. H 0.1940

Here is the ion C4H9N2 with charge +1 at a distorted geometry from the Open Molecules 2025 dataset. Energies are from wB97M-V/def2-TZVPD.

HOMO level, eV: -13.8
Lowest unoccupied orbital energy, eV: -4.0
Energy, a.u.: -266.9159
Energy relative to the best compared isomer or geometry (same formula, charge and spin), kcal per mole: 115.1

```
! RIJCOSX wB97M-V def2-TZVPD def2/J DEFGRID3
* xyz 1 1
C 2.6211 0.8071 0.2322
C 2.3823 -0.4582 -0.0692
C 0.2175 -0.0517 0.5837
C -2.0829 0.4524 -0.1808
N 0.9790 -0.7715 -0.1590
N -1.1806 -0.5476 0.4384
H 1.8724 1.4579 0.1800
H 3.6100 1.0511 0.3141
H 3.2118 -1.1255 -0.2646
H -3.0594 0.1761 -0.0535
H -2.1340 1.3323 0.3730
H -1.7199 0.4459 -1.2877
H 0.5681 -1.6362 -0.7372
H -1.3480 -1.4440 -0.2325
H -1.6161 -0.6330 1.3924
*
```

Quick look at the natural (NBO) charges, all values in e:
1. C -0.2911
2. C -0.0768
3. C 0.2681
4. C -0.4120
5. N -0.5497
6. N -0.5998
7. H 0.2070
8. H 0.2209
9. H 0.2506
10. H 0.2315
11. H 0.2477
12. H 0.2294
13. H 0.4017
14. H 0.4082
15. H 0.4645